Record 1
Here is 2 unconnected molecules or ions with the total composition C2H11N5O4P from OMol25. Energies are from the ωB97M-V functional and the def2-TZVPD basis.

* E_tot: -27188.5952 eV
* ΔE to the lowest compared entry with this formula, charge and spin: 0.0 kcal/mol
* charge: -1
* frontier orbital gap: 9.208 eV
* HOMO: -5.5 eV
* LUMO level: 3.70 eV
* molar mass: 200.1 g mol⁻¹

Cartesian coordinates (Å):
1 C 1.46521 0.43411 0.08124
2 C 0.88054 -0.99176 0.04104
3 N 2.88927 0.36809 -0.27805
4 N 1.39434 0.86885 1.46388
5 N 0.84948 1.40272 -0.80532
6 N 1.22083 -1.89064 0.88183
7 N 0.13842 -1.32107 -1.05336
8 O -2.44607 -1.23691 0.57047
9 O -2.22034 0.17310 -1.54903
10 O -4.01341 0.69725 0.16517
11 O -1.56954 1.15006 0.76762
12 P -2.44003 0.28700 -0.07449
13 H 3.26988 -0.53338 -0.00715
14 H 2.98336 0.47006 -1.28534
15 H 0.41134 1.04286 1.66857
16 H 1.88782 1.75322 1.53584
17 H -0.08777 1.59580 -0.44981
18 H 0.73699 1.01155 -1.73536
19 H -1.89141 -1.16965 1.34235
20 H 1.82743 -1.51506 1.60959
21 H -0.26196 -2.24672 -0.97110
22 H -4.45418 0.29104 -0.57608
23 H -0.57020 -0.64050 -1.34250

---

Record 2
Here is C17H22N2O3 in the gas phase from OMol25. Energies are from the ωB97M-V functional and the def2-TZVPD basis.

* E_tot: -27108.0544 eV
* ΔE to the lowest compared entry with this formula, charge and spin: 69.3 kcal/mol
* frontier orbital gap: 8.573 eV
* HOMO: -7.9 eV
* LUMO level: 0.67 eV
* SMILES: COc1ccc2c(c1)c(C(=O)CN1CCOCC1)c(C)n2C
* molar mass: 302.4 g mol⁻¹

Cartesian coordinates (Å):
1 C -2.29964 -4.65272 -0.01213
2 O -1.40628 -3.56995 -0.07208
3 C -1.90936 -2.29826 -0.04817
4 C -3.27317 -1.99366 0.01420
5 C -3.69831 -0.68104 0.06335
6 C -2.74865 0.32606 0.02943
7 C -1.36490 0.04094 -0.08003
8 C -0.95792 -1.28781 -0.08870
9 C -0.68972 1.31180 -0.07716
10 C 0.72167 1.64049 -0.22452
11 O 1.20157 2.66352 0.22664
12 C 1.57879 0.70082 -1.06892
13 N 2.84612 0.43614 -0.41852
14 C 2.69596 -0.30603 0.81894
15 C 4.06052 -0.40308 1.49891
16 O 5.00086 -1.04521 0.66815
17 C 5.13072 -0.35289 -0.55093
18 C 3.79131 -0.24496 -1.28098
19 C -1.67864 2.27845 0.06314
20 C -1.53740 3.75392 0.10855
21 N -2.90244 1.69072 0.11024
22 C -4.15300 2.38938 0.19918
23 H -2.88746 -4.64141 0.91184
24 H -2.97598 -4.66783 -0.87355
25 H -1.67842 -5.54704 -0.02995
26 H -4.01097 -2.77914 0.03801
27 H -4.75370 -0.46385 0.13092
28 H 0.07865 -1.57807 -0.10891
29 H 1.79419 1.24976 -1.99333
30 H 1.03136 -0.21332 -1.33968
31 H 1.99708 0.22334 1.46895
32 H 2.31350 -1.32795 0.63684
33 H 3.99885 -0.99987 2.41060
34 H 4.40851 0.61106 1.74332
35 H 5.85338 -0.91356 -1.14696
36 H 5.51415 0.66120 -0.36398
37 H 3.92314 0.33567 -2.19667
38 H 3.44014 -1.25893 -1.55057
39 H -1.83444 4.13436 1.08636
40 H -2.16278 4.22808 -0.64803
41 H -0.49739 4.02120 -0.05226
42 H -4.06913 3.22197 0.89772
43 H -4.92292 1.70982 0.55782
44 H -4.45652 2.77978 -0.77672

---

Record 3
Here is 2 unconnected molecules or ions with the total composition C4H12 from OMol25. Energies are from the ωB97M-V functional and the def2-TZVPD basis.

* E_tot: -4340.8046 eV
* ΔE to the lowest compared entry with this formula, charge and spin: 39.7 kcal/mol
* frontier orbital gap: 11.867 eV
* HOMO: -10.8 eV
* LUMO level: 1.03 eV
* SMILES: CC.CC
* molar mass: 60.1 g mol⁻¹

Cartesian coordinates (Å):
1 C -2.04965 -0.76714 0.64494
2 C -2.86469 -0.36558 -0.55989
3 H -1.01892 -1.29616 0.48435
4 H -1.70471 -0.01993 1.29130
5 H -2.67053 -1.50592 1.23541
6 H -2.28657 -0.15531 -1.44186
7 H -3.47064 0.54366 -0.16131
8 H -3.52699 -1.22646 -0.80984
9 C 2.37566 0.80250 0.66341
10 C 2.43420 0.58062 -0.81925
11 H 2.72867 1.72713 1.05616
12 H 1.32512 0.37341 0.98139
13 H 3.18680 0.07580 1.09309
14 H 2.91230 -0.64858 -0.90496
15 H 3.13053 1.27024 -1.33584
16 H 1.49941 0.61173 -1.41709

---

Record 4
Here is a molecular structure, C26H36BrIN2OPZn from OMol25. Energies are from the ωB97M-V functional and the def2-TZVPD basis.

* E_tot: -168422.6838 eV
* ΔE to the lowest compared entry with this formula, charge and spin: 20.7 kcal/mol
* charge: -1
* frontier orbital gap (spin up / spin down): 5.968 / 3.733 eV
* HOMO (spin up / spin down): -3.7 / -1.5 eV
* LUMO level (spin up / spin down): 2.22 / 2.22 eV
* molar mass: 695.8 g mol⁻¹

Cartesian coordinates (Å):
1 Zn -0.00541 -0.26325 -0.32609
2 I -3.63058 1.10108 -0.97574
3 C -2.19890 2.33852 -0.07041
4 C -2.65002 3.59875 0.32074
5 C -1.75331 4.45906 0.92096
6 C -0.44912 4.03768 1.10221
7 C -0.11221 2.75895 0.68919
8 N -0.97640 1.91293 0.12385
9 H -3.67801 3.88279 0.15060
10 H -2.07428 5.44067 1.24847
11 H 0.29549 4.66504 1.57269
12 H 0.88380 2.36891 0.84326
13 C 1.04000 0.54823 -3.52915
14 C -0.38433 0.03181 -3.34638
15 C -0.48820 -1.39577 -3.88587
16 O -0.84045 0.09105 -2.04189
17 H 1.31537 0.61036 -4.58820
18 H 1.74518 -0.11644 -3.02484
19 H 1.13290 1.54529 -3.08787
20 H -1.03145 0.66435 -3.98273
21 H 0.16026 -2.04944 -3.29100
22 H -0.18963 -1.46056 -4.93958
23 H -1.51707 -1.75299 -3.78883
24 C 3.31813 -2.76554 0.66181
25 C 2.91100 -1.88715 -0.54316
26 C 3.26713 -2.65874 -1.83814
27 C 1.41082 -1.69794 -0.49256
28 C 3.75434 -0.60054 -0.52939
29 C 3.20401 0.67426 -0.59262
30 C 3.99401 1.81834 -0.59396
31 C 5.37427 1.71678 -0.53013
32 C 5.94909 0.45342 -0.46842
33 C 5.14939 -0.68046 -0.47073
34 H 2.73598 -3.69078 0.63947
35 H 3.10989 -2.25371 1.60423
36 H 4.37927 -3.03347 0.64146
37 H 2.70967 -3.59868 -1.86711
38 H 4.33634 -2.88882 -1.89376
39 H 2.99552 -2.07393 -2.72029
40 H 0.97768 -2.70443 -0.59424
41 H 2.13022 0.78173 -0.64136
42 H 3.52054 2.79256 -0.64111
43 H 5.99388 2.60595 -0.52310
44 H 7.02580 0.34840 -0.41277
45 H 5.62978 -1.65023 -0.41904
46 C -3.50217 -1.81418 1.64295
47 P -1.85946 -1.80555 0.82306
48 C -0.92517 -2.85550 1.99754
49 C -2.18560 -2.97900 -0.55351
50 H -4.24748 -1.33333 1.00693
51 H -3.44125 -1.26024 2.58140
52 H -3.80852 -2.84196 1.85340
53 H 0.09824 -2.96532 1.63573
54 H -1.39744 -3.83603 2.10333
55 H -0.87875 -2.35608 2.96704
56 H -2.78311 -2.48300 -1.32202
57 H -2.70202 -3.87509 -0.19881
58 H -1.23591 -3.25839 -1.01188
59 Br 3.75608 -0.12233 4.46417
60 C 1.96851 0.07802 3.82616
61 C 0.91772 0.21982 4.77187
62 C -0.37022 0.37388 4.18108
63 C -0.52669 0.35304 2.82672
64 N 0.50499 0.17802 1.91420
65 C 1.76069 0.05767 2.48338
66 H 1.09145 0.23046 5.83651
67 H -1.24429 0.50718 4.81064
68 H -1.51790 0.48052 2.39645
69 H 2.59688 -0.07104 1.80799

---

Record 5
Here is a gas-phase ion, C5H11N4 (charge +1) from OMol25. Energies are from the ωB97M-V functional and the def2-TZVPD basis.

* E_tot: -11316.1711 eV
* ΔE to the lowest compared entry with this formula, charge and spin: 38.7 kcal/mol
* charge: +1
* frontier orbital gap: 9.974 eV
* HOMO: -14.0 eV
* LUMO level: -4.00 eV
* SMILES: C[C@@]1(N)CN=CNC1=[NH2+]
* molar mass: 127.2 g mol⁻¹

Cartesian coordinates (Å):
1 C -0.37396 1.24020 1.26049
2 C -0.44213 0.41989 0.02217
3 N -1.73702 0.39087 -0.63502
4 C 0.64529 0.87919 -1.04915
5 N 1.96555 0.70370 -0.38999
6 C 2.17080 -0.34002 0.27849
7 N 1.23405 -1.36095 0.25370
8 C -0.03924 -1.01784 -0.04375
9 N -1.05105 -1.88776 -0.15448
10 H -1.05664 2.08006 1.20788
11 H 0.45264 1.67442 1.60856
12 H -0.75558 0.64280 2.07179
13 H -2.43903 0.83712 -0.06453
14 H -1.67551 0.96646 -1.53815
15 H 0.47633 1.86419 -1.28382
16 H 0.56128 0.04248 -1.82977
17 H 3.06683 -0.59421 0.76834
18 H 1.66406 -2.29136 0.48997
19 H -1.75286 -1.34072 -0.60032
20 H -0.91382 -2.90852 -0.37239

---

Record 6
Here is 2 unconnected molecules or ions with the total composition C9H8N2O4 from OMol25. Energies are from the ωB97M-V functional and the def2-TZVPD basis.

* E_tot: -20622.6592 eV
* ΔE to the lowest compared entry with this formula, charge and spin: 238.4 kcal/mol
* frontier orbital gap: 8.443 eV
* HOMO: -9.0 eV
* LUMO level: -0.60 eV
* molar mass: 208.2 g mol⁻¹

Cartesian coordinates (Å):
1 C 1.26596 2.85171 -0.62518
2 C 0.27772 2.66551 0.34278
3 C 1.88834 1.73252 -1.17460
4 C -0.07786 1.36471 0.69841
5 C 1.61208 0.46099 -0.83839
6 C 0.56087 0.26565 0.07241
7 C -2.96730 -1.69803 0.46129
8 C -2.57367 -0.60525 0.06945
9 C 0.18777 -1.06231 0.48147
10 N -0.02153 -2.03376 -0.37411
11 N 0.12802 -1.43112 1.90592
12 O -0.35832 -3.13946 -0.15461
13 O 0.06446 -0.51349 2.69726
14 O 0.06523 -1.63488 -1.76309
15 O 0.38707 -2.59862 2.18799
16 H 1.70457 3.72265 -1.06792
17 H -0.02270 3.56670 0.90643
18 H 2.50412 1.65649 -2.00472
19 H -0.73524 1.25478 1.55545
20 H 2.07545 -0.35018 -1.36381
21 H -3.14239 -2.72397 0.43757
22 H -0.51427 -2.25066 -2.40229
23 H -2.30837 0.50003 -0.04771